# 1
DFT (ωB97M-V/def2-TZVPD) results for a 6-piece molecular cluster, C15H43BN12O10P overall in a non-equilibrium geometry.

Each line ends with the Löwdin charge.
Atoms and positions in Å:
C -1.341 -1.031 3.574  0.0116
C -1.784 -1.309 2.481  -0.2225
P -2.296 -1.322 0.602  0.5616
C -1.374 -3.012 0.468  -0.3806
N -1.682 -3.961 1.554  -0.0737
C -2.928 -1.619 -1.223  -0.2750
O -3.965 -2.673 -1.266  -0.2206
N -4.888 -2.348 -2.243  -0.0627
O -4.508 -2.794 -3.278  0.0195
O -0.851 -0.541 0.075  -0.3272
C -0.485 0.702 0.576  -0.3095
C 1.117 0.807 0.407  -0.1721
C 1.567 2.315 0.395  -0.2483
C 3.062 2.378 0.951  -0.1344
B -3.347 0.302 0.798  -0.5933
O -4.100 0.436 2.030  0.0254
O -3.493 1.349 -0.139  -0.0078
C -3.923 2.589 0.430  -0.2658
C -3.659 3.831 -0.500  -0.0878
H -0.806 -0.740 4.493  -0.0121
H -3.472 -2.046 1.037  0.0211
H -1.597 -3.559 -0.501  0.0622
H -0.277 -2.751 0.395  0.0824
H -0.990 -3.956 2.297  0.0433
H -2.637 -3.876 1.898  0.0450
H -3.403 -0.705 -1.667  0.0765
H -2.059 -1.877 -1.900  0.0846
H -0.846 1.594 -0.031  0.1142
H -0.642 0.968 1.651  0.1146
H 1.374 0.229 -0.513  0.1141
H 1.517 0.245 1.302  0.1044
H 0.867 2.980 0.967  0.1002
H 1.634 2.630 -0.682  0.0749
H 3.222 1.519 1.663  0.0547
H 3.763 2.194 0.076  0.0529
H 3.276 3.334 1.493  0.0540
H -5.006 0.188 1.763  0.0992
H -3.428 2.825 1.414  0.1273
H -5.033 2.544 0.623  0.1179
H -3.950 3.677 -1.566  0.0727
H -4.303 4.676 -0.116  0.0699
H -2.602 4.193 -0.373  0.0707
C 3.523 3.757 -2.674  -0.6675
O 3.522 2.808 -1.907  0.0066
N 4.614 4.563 -2.841  0.1433
N 2.445 4.096 -3.425  0.1681
H 4.637 5.347 -3.465  0.0854
H 5.432 4.343 -2.301  0.0995
H 1.622 3.526 -3.329  0.1117
H 2.425 4.874 -4.061  0.0601
C 2.270 -5.563 -1.554  -0.7001
O 3.379 -6.007 -1.809  0.0060
N 1.476 -4.983 -2.493  0.1553
N 1.730 -5.610 -0.305  0.1535
H 0.562 -4.612 -2.301  0.0944
H 1.838 -4.929 -3.428  0.1015
H 2.285 -6.029 0.420  0.1023
H 0.818 -5.248 -0.076  0.0801
C 1.925 0.271 5.759  -0.6775
O 0.984 -0.440 5.462  0.0204
N 3.017 -0.198 6.430  0.1434
N 1.970 1.595 5.447  0.1541
H 3.803 0.371 6.684  0.0867
H 3.020 -1.172 6.677  0.1018
H 1.182 1.975 4.950  0.1086
H 2.735 2.199 5.681  0.0886
C -0.869 -9.018 1.667  -0.7023
O -1.324 -10.048 2.141  0.0025
N -1.182 -7.785 2.145  0.1567
N -0.006 -9.012 0.613  0.1467
H -0.819 -6.928 1.765  0.0731
H -1.817 -7.742 2.922  0.1035
H 0.253 -9.902 0.226  0.0992
H 0.378 -8.176 0.210  0.0756
C 1.025 7.671 -5.136  -0.6838
O 0.955 6.527 -4.721  0.0236
N 1.571 8.683 -4.406  0.1491
N 0.562 8.035 -6.363  0.1495
H 1.639 9.630 -4.727  0.0921
H 1.923 8.451 -3.493  0.1068
H 0.151 7.314 -6.930  0.1071
H 0.610 8.970 -6.723  0.0922

Cartesian forces (eV/Å) of the 6 atoms listed first:
0.8 0.3 1.0
0.2 0.8 -0.4
-0.4 -1.8 0.1
0.7 -0.7 -0.7
0.8 -0.6 -0.5
0.5 1.2 -1.2

The largest force on an atom comes out at 3.42 eV/Å. Its energy is -2373.03978 Eh. As for the net charge: -1. As for the spin multiplicity: 1.



# 2
DFT (ωB97M-V/def2-TZVPD) results for a 7-piece molecular cluster, C15H43NO16S4 overall in a non-equilibrium geometry.

Each line ends with the Löwdin charge.
Atoms and positions in Å:
C -0.286 -2.432 -16.891  -0.0627
C -0.292 -1.334 -15.840  -0.2672
O -1.257 -1.742 -14.850  -0.2743
S -1.346 -0.869 -13.490  0.6136
C -2.189 0.557 -14.185  -0.1149
O -2.243 -1.576 -12.613  -0.2722
O -0.021 -0.470 -13.089  -0.2813
H -0.147 -3.454 -16.550  0.0825
H 0.487 -2.296 -17.652  0.0795
H -1.227 -2.328 -17.434  0.0797
H 0.665 -1.220 -15.329  0.1123
H -0.527 -0.353 -16.254  0.1137
H -2.853 1.057 -13.486  0.0379
H -2.802 0.162 -14.996  0.0733
H -1.496 1.244 -14.666  0.0683
C -3.769 7.496 -5.928  -0.0679
C -5.133 7.436 -6.632  -0.2890
O -5.735 6.180 -6.331  -0.2481
S -6.363 5.369 -7.609  0.5999
C -4.977 4.294 -7.982  -0.1121
O -7.395 4.528 -7.081  -0.2756
O -6.664 6.255 -8.681  -0.2786
H -3.265 6.529 -6.015  0.0718
H -3.886 7.539 -4.842  0.0769
H -3.168 8.304 -6.337  0.0779
H -5.751 8.273 -6.300  0.1220
H -4.938 7.653 -7.684  0.1089
H -3.985 4.738 -8.052  0.0699
H -5.153 3.821 -8.951  0.0512
H -4.959 3.504 -7.234  0.0730
C -10.573 5.568 -9.975  -0.0721
C -10.283 4.489 -10.986  -0.2732
O -10.849 4.918 -12.234  -0.2584
S -10.302 4.176 -13.567  0.6107
C -8.853 5.224 -13.916  -0.1061
O -9.891 2.827 -13.238  -0.2954
O -11.249 4.423 -14.611  -0.2712
H -10.071 6.511 -10.186  0.0807
H -10.461 5.252 -8.935  0.0835
H -11.641 5.819 -9.912  0.0820
H -9.205 4.354 -11.099  0.1079
H -10.743 3.577 -10.604  0.1254
H -8.193 5.349 -13.062  0.0589
H -9.236 6.183 -14.249  0.0688
H -8.369 4.680 -14.726  0.0610
C -2.022 7.211 -21.099  -0.0730
C -3.032 6.158 -20.649  -0.2700
O -2.832 6.013 -19.228  -0.2694
S -4.086 5.252 -18.526  0.6074
C -3.421 5.155 -16.840  -0.0992
O -5.230 6.117 -18.574  -0.2770
O -4.163 3.911 -19.055  -0.2869
H -2.274 8.170 -20.653  0.0800
H -1.831 7.284 -22.171  0.0799
H -1.007 6.940 -20.785  0.0780
H -4.009 6.542 -20.938  0.1193
H -2.817 5.195 -21.109  0.1193
H -2.427 4.725 -16.865  0.0708
H -4.177 4.520 -16.384  0.0488
H -3.434 6.174 -16.464  0.0703
C -5.504 2.997 -13.673  0.0558
N -5.208 2.965 -12.218  -0.4333
O -4.260 2.363 -11.781  0.0660
O -6.185 3.305 -11.557  0.0448
H -5.137 3.947 -14.056  0.0972
H -6.587 2.998 -13.683  0.0876
H -5.119 2.073 -14.094  0.0919
C -2.367 0.157 -9.755  -0.1372
O -1.346 0.907 -9.071  -0.1322
H -2.500 0.699 -10.698  0.0533
H -1.954 -0.807 -10.040  0.0700
H -3.258 0.062 -9.136  0.0812
H -1.747 1.693 -8.696  0.0566
C -6.924 -0.174 -12.712  -0.1454
O -6.750 -0.294 -14.126  -0.1210
H -7.947 0.089 -12.418  0.0838
H -6.685 -1.101 -12.182  0.0842
H -6.311 0.632 -12.312  0.0490
H -7.353 -1.015 -14.345  0.0785

Cartesian forces (eV/Å) of the 6 atoms listed first:
-0.2 0.6 -0.9
1.0 -0.7 0.4
-0.2 0.2 0.9
-0.3 0.4 -0.5
-0.4 -0.2 -0.6
0.9 0.4 -0.8

The largest force on an atom comes out at 2.75 eV/Å. Its energy is -3448.42682 Eh. Its SMILES is CCOS(C)(=O)=O.CCOS(C)(=O)=O.CCOS(C)(=O)=O.CCOS(C)(=O)=O.C[N+](=O)[O-].CO.CO. As for the spin multiplicity: 1.



# 3
DFT (ωB97M-V/def2-TZVPD) results for a 8-piece molecular cluster, C15H46N2O15 overall in a non-equilibrium geometry.

Each line ends with the Löwdin charge.
Atoms and positions in Å:
N -1.475 4.337 -4.378  0.1839
C -1.804 3.121 -4.827  -0.6794
N -2.809 3.147 -5.761  0.1688
O -1.312 2.096 -4.434  0.0267
H -0.645 4.365 -3.766  0.1208
H -1.890 5.210 -4.587  0.1019
H -2.919 2.234 -6.174  0.0910
H -2.784 3.924 -6.394  0.0984
O 1.222 -1.398 3.562  -0.0544
C 2.488 -1.837 3.786  -0.2801
C 3.491 -1.097 2.939  -0.2262
O 3.494 -1.637 1.609  -0.0637
H 0.870 -1.711 2.708  0.0382
H 2.773 -1.429 4.774  0.1321
H 2.620 -2.926 3.738  0.1161
H 4.414 -1.264 3.405  0.0970
H 3.266 -0.026 2.936  0.1129
H 4.082 -1.047 1.132  0.0786
O -2.395 -1.084 1.862  -0.1216
C -3.305 -0.151 2.447  -0.2174
C -2.468 0.930 3.147  -0.2074
O -1.749 1.445 2.063  -0.0844
H -1.916 -0.545 1.130  0.0864
H -3.972 0.267 1.607  0.1477
H -3.796 -0.677 3.235  0.1062
H -1.872 0.399 3.890  0.1308
H -3.019 1.722 3.570  0.1051
H -0.871 1.736 2.276  0.0739
O -0.740 -0.329 -0.352  -0.1153
C 0.459 -1.073 -0.283  -0.2399
C 0.248 -2.449 0.146  -0.2128
O 0.093 -2.703 1.539  -0.0949
H -1.106 -0.288 -1.293  0.0674
H 0.849 -1.267 -1.305  0.1358
H 1.184 -0.563 0.341  0.1115
H 1.092 -3.053 -0.158  0.1200
H -0.664 -2.811 -0.378  0.1434
H -0.631 -2.187 1.967  0.0968
O 0.007 4.032 -1.232  -0.1064
C -1.171 3.172 -1.269  -0.1952
C -2.342 3.827 -0.458  -0.2178
O -1.904 4.135 0.853  -0.0951
H 0.264 4.426 -0.361  0.0868
H -1.465 2.814 -2.296  0.0930
H -0.902 2.217 -0.834  0.0732
H -3.067 3.035 -0.304  0.1084
H -2.734 4.721 -0.969  0.1204
H -1.981 3.317 1.421  0.0750
O 0.977 3.387 1.734  -0.0500
C 1.477 2.299 1.009  -0.2952
C 2.591 2.611 0.103  -0.1910
O 3.830 2.217 0.864  -0.0895
H 1.701 3.691 2.294  0.1072
H 1.840 1.574 1.782  0.1294
H 0.702 1.822 0.368  0.1038
H 2.489 3.670 -0.136  0.1171
H 2.558 2.085 -0.837  0.1157
H 4.523 2.645 0.334  0.0782
O 3.374 -5.806 3.732  -0.0810
C 3.248 -6.084 2.353  -0.2719
C 2.305 -5.116 1.727  -0.2376
O 1.167 -4.944 2.599  -0.0783
H 2.472 -5.421 3.884  0.0777
H 4.247 -6.097 1.822  0.1366
H 2.832 -7.092 2.244  0.1119
H 1.917 -5.457 0.731  0.1312
H 2.741 -4.124 1.572  0.1024
H 1.053 -4.006 2.641  0.0259
O -2.704 -0.165 -5.487  -0.0911
C -2.321 -1.399 -4.832  -0.2015
C -2.258 -1.159 -3.328  -0.1868
O -1.034 -0.478 -2.932  -0.0893
H -1.936 0.367 -5.266  0.0239
H -3.175 -2.027 -5.145  0.1311
H -1.357 -1.771 -5.140  0.1171
H -2.258 -2.109 -2.826  0.1123
H -3.145 -0.655 -2.935  0.1317
H -1.065 0.463 -3.196  0.0739

Cartesian forces (eV/Å) of the 6 atoms listed first:
2.5 0.1 1.7
-1.6 1.7 -1.2
0.0 -0.6 -0.1
1.1 -1.8 0.9
-0.8 0.1 -0.4
-0.6 0.3 -0.4

The largest force on an atom comes out at 3.07 eV/Å. Its energy is -1837.11908 Eh. The calculation puts the relative energy (zero: lowest compared OMol25 entry of this formula, charge and spin) at 21.18 kcal/mol. Its SMILES is NC(N)=O.OCCO.OCCO.OCCO.OCCO.OCCO.OCCO.OCCO. As for the spin multiplicity: 1.